1.
This record from the OMol25 dataset describes a structure of composition C30H32ClHfN6O5S. The level of theory is ωB97M-V/def2-TZVPD.

The total charge is +1. Its energy above the lowest of the compared OMol25 structures with the same formula, charge and spin is 0.875 eV.

CARTESIAN COORDINATES (ANGSTROEM)
Hf (8.19475, 9.94082, 13.87379)
C (10.87992, 11.59350, 13.86533)
N (10.48830, 10.17621, 14.07570)
C (10.91246, 9.70158, 15.43073)
C (9.98782, 10.08732, 16.49600)
C (10.44024, 10.24648, 17.84087)
C (9.52784, 10.65174, 18.78980)
C (8.18831, 10.96922, 18.42430)
C (7.84652, 10.82186, 17.10555)
N (8.75621, 10.40484, 16.08150)
C (11.21594, 9.30051, 13.11757)
C (10.72916, 7.94234, 13.18495)
C (11.52663, 6.92499, 12.71311)
C (10.88902, 5.67138, 12.58136)
C (9.54715, 5.57887, 12.85770)
C (8.83290, 6.66751, 13.39894)
N (9.45608, 7.81789, 13.54888)
C (9.81657, 12.56656, 13.83574)
C (10.17488, 13.87861, 14.07554)
C (9.37103, 14.90242, 13.67222)
C (8.23802, 14.55672, 12.98781)
C (7.83433, 13.20354, 12.86722)
N (8.66713, 12.24516, 13.28252)
H (11.43247, 11.73164, 12.87905)
H (11.69656, 11.85395, 14.61755)
H (11.87127, 10.16446, 15.57240)
H (10.93479, 8.56404, 15.42659)
H (11.49568, 10.13441, 18.06580)
H (9.93687, 10.79661, 19.78307)
H (7.52390, 11.36544, 19.07986)
H (6.96273, 11.11330, 16.68843)
H (12.29158, 9.39615, 13.40137)
H (11.02123, 9.71668, 12.12572)
H (12.65651, 7.06308, 12.45940)
H (11.50376, 4.82979, 12.34715)
H (8.97901, 4.70204, 12.67337)
H (7.78878, 6.63471, 13.66574)
H (11.18008, 14.07917, 14.49873)
H (9.56455, 15.97359, 13.76162)
H (7.51561, 15.31587, 12.78048)
H (6.05866, 13.80786, 12.05122)
O (6.78153, 8.52741, 14.52970)
S (5.48134, 9.43210, 14.42629)
O (4.77176, 9.00786, 13.27735)
O (6.25685, 10.76201, 14.21568)
O (4.83025, 9.46346, 15.68898)
Cl (13.04947, 12.51845, 16.17241)
C (6.65452, 12.93384, 12.02262)
H (6.00214, 12.14291, 12.37011)
H (7.01056, 12.76957, 10.98178)
C (7.73998, 8.91004, 7.20226)
N (7.13810, 8.88575, 8.56319)
N (7.99120, 9.14741, 9.61693)
C (7.24849, 9.46452, 10.72983)
O (7.75266, 9.57956, 11.93322)
C (5.92954, 9.42353, 10.33849)
C (5.89111, 9.02291, 9.02659)
C (4.72753, 8.94956, 8.08268)
C (9.29768, 8.53244, 9.54092)
C (9.45397, 7.22691, 9.89004)
C (10.71385, 6.61048, 9.72935)
C (11.76092, 7.29420, 9.17154)
C (11.58028, 8.69971, 9.02246)
C (10.34487, 9.31035, 9.08512)
H (8.00918, 9.94505, 6.97012)
H (6.95547, 8.57288, 6.48420)
H (8.51663, 8.12745, 7.16642)
H (5.09453, 9.63435, 10.98448)
H (3.74388, 9.06491, 8.59294)
H (4.67777, 7.86586, 7.74649)
H (4.97931, 9.59183, 7.23021)
H (8.62469, 6.59153, 10.16491)
H (10.80467, 5.58091, 9.84302)
H (12.72605, 6.75764, 8.99555)
H (12.41488, 9.31441, 8.62647)
H (10.26684, 10.37986, 8.91286)

Forces on atoms 1 to 3 (eV/Å):
-1.28 -0.42 0.36
3.04 -0.73 0.07
-0.52 -0.47 -0.38

Computed Löwdin charges, given in elementary charges: number 1, Hf, carries 1.768; number 2, C, carries -0.172; number 3, N, carries -0.244; number 4, C, carries -0.129; number 5, C, carries -0.244; number 6, C, carries 0.017; number 7, C, carries 0.001; number 8, C, carries 0.003; number 9, C, carries -0.022; number 10, N, carries 0.017; number 11, C, carries -0.126; number 12, C, carries -0.323; number 13, C, carries 0.011; number 14, C, carries -0.051; number 15, C, carries -0.029; number 16, C, carries -0.065; number 17, N, carries 0.041; number 18, C, carries -0.300; number 19, C, carries 0.003; number 20, C, carries -0.020; number 21, C, carries -0.003; number 22, C, carries -0.276; number 23, N, carries 0.062; number 24, H, carries 0.171; number 25, H, carries -0.030; number 26, H, carries 0.069; number 27, H, carries 0.162; number 28, H, carries 0.122; number 29, H, carries 0.123; number 30, H, carries 0.085; number 31, H, carries 0.072; number 32, H, carries 0.168; number 33, H, carries 0.134; number 34, H, carries 0.174; number 35, H, carries 0.118; number 36, H, carries 0.109; number 37, H, carries 0.116; number 38, H, carries 0.111; number 39, H, carries 0.133; number 40, H, carries 0.114; number 41, H, carries 0.072; number 42, O, carries -0.465; number 43, S, carries 0.365; number 44, O, carries -0.269; number 45, O, carries -0.457; number 46, O, carries -0.251; number 47, Cl, carries -0.402; number 48, C, carries -0.021; number 49, H, carries 0.064; number 50, H, carries 0.111; number 51, C, carries 0.051; number 52, N, carries -0.038; number 53, N, carries 0.065; number 54, C, carries -0.302; number 55, O, carries -0.166; number 56, C, carries 0.079; number 57, C, carries -0.235; number 58, C, carries 0.009; number 59, C, carries -0.235; number 60, C, carries 0.004; number 61, C, carries -0.090; number 62, C, carries -0.044; number 63, C, carries -0.054; number 64, C, carries -0.029; number 65, H, carries 0.111; number 66, H, carries 0.107; number 67, H, carries 0.105; number 68, H, carries 0.121; number 69, H, carries 0.108; number 70, H, carries 0.115; number 71, H, carries 0.090; number 72, H, carries 0.133; number 73, H, carries 0.093; number 74, H, carries 0.135; number 75, H, carries 0.123; number 76, H, carries 0.130

***

2.
This record from the OMol25 dataset describes the molecule C10H9FINO3. The level of theory is ωB97M-V/def2-TZVPD.

Its SMILES is CCNC1=C(F)C(=O)C(CC(=O)I)=CC1=O. The value obtained for the total energy is -28957.0425 eV.

CARTESIAN COORDINATES (ANGSTROEM)
C (-2.83878, 1.19608, 0.97356)
C (-2.75467, 0.09116, 2.18222)
N (-1.34886, -0.32704, 2.56893)
C (-0.39365, -0.32427, 1.39614)
C (0.53542, 0.84716, 1.20035)
F (0.45347, 1.95013, 2.18514)
C (1.51740, 0.80815, -0.11173)
O (2.13623, 1.94803, -0.51175)
C (1.76708, -0.60378, -0.97058)
C (3.02704, -0.55863, -2.04114)
C (2.49219, 0.11429, -3.46851)
O (3.02116, 1.28013, -3.89290)
I (0.95149, -0.79207, -4.76171)
C (0.87502, -1.77238, -0.73031)
C (-0.38259, -1.60983, 0.36036)
O (-1.36166, -2.54562, 0.35377)
H (-3.90158, 1.67793, 0.81719)
H (-2.03013, 2.03334, 1.23418)
H (-2.51684, 0.74557, -0.08235)
H (-3.45559, -0.81620, 1.88281)
H (-3.21493, 0.61422, 3.15165)
H (-0.98556, 0.19781, 3.39540)
H (3.53805, -1.60084, -2.21414)
H (3.79339, 0.23628, -1.59917)
H (1.07689, -2.78960, -1.31739)

Forces on atoms 1 to 3 (eV/Å):
1.10 0.31 -0.33
-1.92 0.87 0.02
0.90 0.27 -2.58

Computed Löwdin charges, given in elementary charges: number 1, C, carries -0.129; number 2, C, carries -0.252; number 3, N, carries -0.035; number 4, C, carries -0.077; number 5, C, carries -0.004; number 6, F, carries -0.032; number 7, C, carries -0.112; number 8, O, carries -0.020; number 9, C, carries -0.105; number 10, C, carries -0.120; number 11, C, carries -0.667; number 12, O, carries -0.125; number 13, I, carries 0.738; number 14, C, carries 0.061; number 15, C, carries -0.138; number 16, O, carries -0.028; number 17, H, carries 0.085; number 18, H, carries 0.084; number 19, H, carries 0.087; number 20, H, carries 0.123; number 21, H, carries 0.131; number 22, H, carries 0.120; number 23, H, carries 0.134; number 24, H, carries 0.139; number 25, H, carries 0.143